[1]
C41H72F30N9O21S10 | ωB97M-V with the def2-TZVPD basis set

Atoms and positions in Å:
C  -1.50  1.45  -12.06
C  -2.55  0.38  -11.98
C  -2.40  -0.79  -11.06
O  -2.59  -0.20  -9.73
C  -2.78  -1.36  -8.77
N  -3.97  0.98  -11.90
H  -4.17  1.42  -11.01
H  -4.05  1.69  -12.62
H  -4.80  0.43  -12.07
H  -1.71  2.25  -12.77
H  -0.51  1.00  -12.17
H  -1.53  1.97  -11.10
H  -2.76  -0.02  -12.97
H  -1.40  -1.18  -11.19
H  -3.11  -1.59  -11.28
H  -1.85  -1.91  -8.73
H  -3.63  -2.01  -9.00
H  -2.97  -0.91  -7.79
C  -14.00  1.94  5.80
C  -13.20  0.58  5.61
C  -11.76  0.72  6.17
N  -10.67  -0.38  5.98
C  -11.40  -1.64  6.45
C  -10.48  -2.81  6.63
C  -9.23  -2.42  7.49
C  -8.48  -1.26  6.91
C  -9.46  -0.05  6.84
C  -10.29  -0.54  4.49
H  -14.47  1.85  6.77
H  -14.70  1.84  4.97
H  -13.30  2.78  5.83
H  -13.31  0.15  4.62
H  -13.53  -0.27  6.20
H  -11.95  1.11  7.17
H  -11.23  1.51  5.63
H  -11.93  -1.41  7.37
H  -12.17  -1.89  5.72
H  -11.06  -3.60  7.12
H  -10.17  -3.30  5.71
H  -9.53  -2.32  8.53
H  -8.47  -3.20  7.57
H  -7.74  -0.83  7.58
H  -8.04  -1.44  5.93
H  -9.81  0.30  7.81
H  -8.93  0.86  6.55
H  -9.49  -1.27  4.39
H  -9.97  0.44  4.13
H  -11.12  -0.86  3.87
C  3.40  -0.63  -3.41
C  2.42  0.22  -2.69
C  1.59  -0.65  -1.70
N  0.80  0.14  -0.56
C  0.04  -0.86  0.27
C  -0.98  -0.27  1.32
C  -1.94  0.70  0.59
C  -1.13  1.78  -0.17
C  -0.18  1.14  -1.25
C  1.75  1.01  0.36
H  2.93  -1.58  -3.67
H  4.32  -0.90  -2.89
H  3.54  -0.16  -4.39
H  1.82  0.76  -3.43
H  2.95  1.01  -2.18
H  2.34  -1.21  -1.14
H  0.92  -1.40  -2.14
H  -0.61  -1.37  -0.44
H  0.76  -1.63  0.58
H  -1.52  -1.06  1.84
H  -0.48  0.22  2.15
H  -2.54  0.10  -0.10
H  -2.78  1.07  1.17
H  -1.90  2.44  -0.55
H  -0.46  2.33  0.49
H  -0.62  0.75  -2.17
H  0.41  1.95  -1.68
H  2.08  1.97  -0.04
H  2.64  0.40  0.45
H  1.30  1.18  1.34
C  6.68  -7.30  -3.82
C  8.07  -6.79  -4.17
C  8.78  -6.59  -2.80
N  10.29  -6.46  -2.92
C  10.99  -6.16  -1.54
C  10.90  -7.33  -0.55
C  11.36  -8.66  -1.23
C  10.50  -9.03  -2.39
C  10.74  -7.89  -3.41
C  10.74  -5.34  -3.89
H  5.91  -6.96  -4.51
H  6.24  -6.95  -2.88
H  6.58  -8.39  -3.88
H  7.85  -5.84  -4.66
H  8.78  -7.19  -4.89
H  8.60  -7.46  -2.16
H  8.41  -5.82  -2.13
H  10.45  -5.27  -1.22
H  12.01  -5.88  -1.79
H  9.85  -7.53  -0.31
H  11.39  -7.20  0.42
H  11.33  -9.47  -0.50
H  12.39  -8.62  -1.58
H  9.46  -9.26  -2.18
H  10.85  -10.01  -2.73
H  10.39  -8.15  -4.41
H  11.83  -7.80  -3.37
H  10.33  -4.41  -3.51
H  10.29  -5.56  -4.85
H  11.81  -5.30  -4.05
C  -6.74  8.38  9.18
F  -7.33  8.07  10.36
F  -7.62  9.06  8.36
F  -5.71  9.28  9.31
S  -6.19  6.88  8.06
O  -7.25  5.92  8.26
O  -6.01  7.40  6.73
N  -4.84  6.37  8.89
S  -3.91  5.90  7.80
O  -4.41  4.82  6.96
O  -3.24  7.00  7.12
C  -2.59  5.11  8.81
F  -1.40  5.04  8.14
F  -2.38  5.61  10.02
F  -2.97  3.91  9.21
C  -1.93  -9.12  -2.35
F  -3.10  -9.78  -2.68
F  -1.30  -9.84  -1.38
F  -1.02  -9.06  -3.32
S  -2.30  -7.32  -1.76
O  -0.99  -6.93  -1.07
O  -2.66  -6.39  -2.83
N  -3.43  -7.61  -0.49
S  -4.82  -7.27  -1.06
O  -5.27  -5.91  -0.74
O  -5.14  -7.68  -2.45
C  -5.88  -8.54  -0.02
F  -5.34  -8.68  1.18
F  -7.18  -8.10  0.18
F  -5.90  -9.80  -0.61
C  4.16  8.05  5.11
F  4.30  6.76  5.38
F  4.54  8.43  3.92
F  2.87  8.44  5.25
S  5.25  9.01  6.45
O  4.87  8.42  7.70
O  6.63  8.81  6.12
N  4.84  10.70  6.20
S  4.66  11.21  7.68
O  3.25  11.19  8.11
O  5.64  10.89  8.72
C  4.92  13.17  7.27
F  4.48  13.86  8.30
F  6.16  13.31  6.90
F  4.26  13.51  6.15
C  9.87  0.91  -0.45
F  10.71  1.90  -0.33
F  9.08  1.11  -1.54
F  10.66  -0.21  -0.54
S  8.83  0.79  1.08
O  9.85  0.93  2.08
O  7.90  1.91  1.01
N  8.23  -0.79  1.06
S  8.30  -1.23  2.52
O  9.54  -1.99  2.88
O  7.76  -0.23  3.46
C  7.03  -2.69  2.58
F  7.12  -3.60  1.58
F  7.20  -3.21  3.84
F  5.88  -2.07  2.41
C  -3.29  6.75  -7.11
F  -3.54  8.03  -6.72
F  -4.22  5.89  -6.66
F  -3.35  6.61  -8.39
S  -1.53  6.08  -6.54
O  -1.34  6.74  -5.23
O  -1.52  4.64  -6.50
N  -0.45  6.63  -7.78
S  0.96  6.52  -7.10
O  1.28  7.79  -6.46
O  1.11  5.36  -6.23
C  2.13  6.46  -8.66
F  1.86  7.54  -9.35
F  3.40  6.61  -8.25
F  2.08  5.32  -9.33

Properties
ΔE to the lowest compared entry with this formula, charge and spin   1.7 kcal per mole
E_tot   -10655.4349 a.u.
M   1917.7 g/mol
Charge   -1

---

[2]
C41H73FN8O3P | ωB97M-V with the def2-TZVPD basis set

Atoms and positions in Å:
C  7.86  -3.47  1.96
O  8.56  -3.19  0.77
C  8.88  -1.83  0.60
C  7.67  -0.89  0.40
C  6.47  -1.51  -0.31
C  5.16  -0.83  0.13
C  4.54  -1.44  1.40
C  3.02  -1.24  1.39
C  2.36  -1.30  2.78
C  1.66  -0.01  3.20
C  0.72  0.56  2.11
C  -0.61  1.13  2.63
C  -1.85  0.48  1.99
O  -1.66  -0.93  2.06
C  -1.75  -1.66  0.86
C  -1.55  -3.14  1.22
C  -1.85  -3.57  2.68
C  -0.64  -3.65  3.61
N  -0.47  -2.44  4.44
C  -3.08  -1.33  0.12
C  -3.14  -2.15  -1.17
C  -4.13  -1.69  -2.23
F  -1.88  -2.11  -1.77
P  -4.48  -1.87  1.26
C  -5.10  -0.51  2.32
C  -5.88  -2.63  0.34
N  -3.00  0.13  -0.28
N  -4.27  0.79  -0.38
C  -2.01  1.00  0.56
N  -2.37  2.36  0.34
C  -3.04  3.11  1.40
C  -1.42  3.15  -0.42
C  0.01  3.32  0.05
O  -1.79  3.65  -1.48
H  6.86  -3.83  1.73
H  8.39  -4.26  2.50
H  7.78  -2.60  2.61
H  9.55  -1.72  -0.25
H  9.42  -1.49  1.49
H  7.99  -0.03  -0.19
H  7.34  -0.51  1.37
H  6.37  -2.57  -0.09
H  6.54  -1.41  -1.39
H  4.42  -0.92  -0.66
H  5.32  0.24  0.29
H  4.77  -2.50  1.46
H  4.95  -0.92  2.27
H  2.82  -0.30  0.87
H  2.59  -2.03  0.78
H  1.70  -2.15  2.88
H  3.16  -1.46  3.51
H  1.14  -0.15  4.15
H  2.44  0.73  3.38
H  0.59  -0.21  1.35
H  1.26  1.37  1.63
H  -0.70  0.91  3.69
H  -0.63  2.21  2.53
H  -2.69  0.71  2.64
H  -0.92  -1.39  0.20
H  -0.49  -3.35  1.07
H  -2.09  -3.81  0.55
H  -2.21  -4.60  2.61
H  -2.65  -3.01  3.13
H  -0.81  -4.51  4.26
H  0.26  -3.86  3.04
H  0.36  -2.56  5.01
H  -1.27  -2.38  5.05
H  -3.34  -3.19  -0.95
H  -5.12  -1.46  -1.85
H  -3.72  -0.80  -2.72
H  -4.17  -2.45  -3.00
H  -5.23  0.46  1.86
H  -4.50  -0.48  3.21
H  -6.10  -0.83  2.65
H  -5.53  -3.45  -0.28
H  -6.45  -1.93  -0.28
H  -6.56  -3.01  1.08
H  -2.57  0.14  -1.21
H  -4.25  1.38  -1.20
H  -4.99  0.09  -0.54
H  -1.05  0.84  0.08
H  -2.36  3.63  2.07
H  -3.65  3.88  0.93
H  -3.72  2.48  1.95
H  0.54  2.39  -0.13
H  0.47  4.07  -0.59
H  0.10  3.66  1.07
N  -5.99  0.77  -5.56
C  -5.44  -0.17  -6.39
C  -4.08  -0.05  -6.32
C  -3.80  1.02  -5.42
C  -5.00  1.50  -4.97
H  -6.97  0.91  -5.43
H  -6.06  -0.85  -6.95
H  -3.36  -0.64  -6.85
H  -2.82  1.39  -5.13
H  -5.23  2.30  -4.28
N  2.44  3.23  -2.96
C  3.04  2.24  -3.69
C  4.40  2.36  -3.52
C  4.62  3.48  -2.67
C  3.39  3.99  -2.34
H  1.45  3.38  -2.90
H  2.46  1.53  -4.25
H  5.15  1.73  -3.97
H  5.57  3.85  -2.33
H  3.12  4.82  -1.71
N  -8.29  -0.56  6.69
C  -7.00  -0.54  6.25
C  -6.86  0.56  5.43
C  -8.11  1.22  5.39
C  -8.98  0.51  6.17
H  -8.68  -1.25  7.30
H  -6.30  -1.29  6.55
H  -5.95  0.85  4.93
H  -8.35  2.12  4.84
H  -10.01  0.67  6.41
N  6.13  2.74  -6.71
C  6.58  4.01  -6.46
C  7.83  4.12  -7.02
C  8.13  2.88  -7.64
C  7.06  2.05  -7.43
H  5.24  2.38  -6.41
H  5.99  4.71  -5.91
H  8.45  5.00  -7.00
H  9.03  2.62  -8.17
H  6.89  1.03  -7.73

Properties
E_tot   -2710.6505 a.u.
M   776.1 g/mol
Charge   +1

---

[3]
C41H74BCl2O34 | ωB97M-V with the def2-TZVPD basis set

Atoms and positions in Å:
O  -3.79  2.35  -2.00
C  -3.21  1.45  -1.49
O  -1.93  1.15  -1.64
B  -1.55  -0.07  -0.93
O  -2.80  -0.56  -0.36
C  -3.78  0.27  -0.64
O  -4.94  0.10  -0.37
O  -0.57  0.22  0.13
C  0.50  -0.58  -0.01
O  1.49  -0.61  0.64
C  0.33  -1.34  -1.34
O  -0.84  -1.00  -1.81
O  1.13  -2.04  -1.88
C  -0.56  -2.67  -4.72
Cl  -2.01  -3.45  -4.18
Cl  -0.76  -1.74  -6.21
H  -0.10  -2.02  -3.98
H  0.14  -3.49  -4.89
C  -3.98  4.17  1.07
C  -3.76  2.83  1.74
O  -3.80  3.00  3.15
C  -4.65  2.25  3.87
O  -5.41  1.43  3.44
O  -4.47  2.60  5.13
C  -5.26  1.95  6.11
H  -4.06  4.16  -0.02
H  -3.09  4.78  1.24
H  -4.88  4.64  1.46
H  -2.74  2.48  1.53
H  -4.37  1.99  1.41
H  -5.66  2.64  6.86
H  -4.68  1.17  6.60
H  -6.16  1.50  5.69
C  8.41  -0.54  -0.01
C  7.48  0.48  0.60
O  6.41  -0.10  1.33
C  5.25  -0.42  0.73
O  4.26  -0.70  1.33
O  5.35  -0.42  -0.60
C  4.21  -0.82  -1.35
H  7.88  -1.26  -0.62
H  8.98  -1.10  0.74
H  9.19  -0.10  -0.64
H  7.05  1.09  -0.20
H  7.99  1.22  1.23
H  4.11  -1.91  -1.30
H  4.37  -0.52  -2.38
H  3.30  -0.39  -0.93
C  -6.76  -1.69  3.27
C  -5.99  -1.81  1.95
O  -6.81  -2.59  1.05
C  -6.47  -2.86  -0.17
O  -7.22  -3.22  -1.03
O  -5.13  -2.78  -0.32
C  -4.54  -3.06  -1.58
H  -6.29  -1.01  3.98
H  -7.01  -2.68  3.64
H  -7.68  -1.15  3.01
H  -5.08  -2.41  2.06
H  -5.79  -0.82  1.57
H  -3.47  -3.23  -1.47
H  -4.74  -2.21  -2.23
H  -4.90  -3.96  -2.08
C  -0.83  1.06  3.17
C  -0.06  1.35  4.45
O  1.15  2.04  4.17
C  2.21  1.51  3.63
O  2.40  0.38  3.32
O  3.16  2.45  3.41
C  2.91  3.79  3.73
H  -0.16  0.51  2.51
H  -1.11  2.00  2.71
H  -1.72  0.49  3.43
H  0.26  0.43  4.95
H  -0.69  1.99  5.06
H  3.72  4.51  3.61
H  2.49  3.91  4.73
H  2.15  4.12  3.01
C  3.77  -7.07  2.61
C  2.55  -6.26  2.98
O  2.70  -4.87  2.78
C  2.67  -4.36  1.55
O  2.96  -3.23  1.29
O  2.21  -5.21  0.63
C  2.27  -4.83  -0.74
H  4.68  -6.64  3.02
H  3.96  -7.07  1.53
H  3.65  -8.10  2.96
H  2.38  -6.38  4.05
H  1.68  -6.67  2.45
H  3.23  -4.36  -0.96
H  1.45  -4.18  -1.01
H  2.25  -5.78  -1.27
C  2.13  2.54  -0.22
C  2.44  4.03  -0.05
O  3.56  4.38  0.75
C  4.78  4.17  0.36
O  5.15  3.62  -0.64
O  5.60  4.71  1.29
C  6.97  4.36  1.17
H  2.05  2.12  0.79
H  2.89  2.00  -0.77
H  1.11  2.41  -0.60
H  1.55  4.52  0.33
H  2.53  4.51  -1.03
H  7.34  4.82  0.25
H  7.14  3.28  1.13
H  7.50  4.85  1.98
C  -1.49  -5.14  2.36
C  -1.65  -3.76  1.72
O  -0.44  -3.02  1.85
C  -0.03  -2.54  3.03
O  1.10  -2.17  3.17
O  -0.99  -2.51  3.93
C  -0.67  -2.36  5.30
H  -0.65  -5.65  1.88
H  -2.37  -5.77  2.27
H  -1.25  -5.04  3.42
H  -2.50  -3.24  2.15
H  -1.88  -3.81  0.66
H  -0.34  -1.34  5.49
H  0.09  -3.09  5.59
H  -1.58  -2.53  5.88
C  -2.87  1.42  -5.02
C  -2.63  1.30  -6.51
O  -2.83  2.52  -7.20
C  -4.02  3.07  -7.44
O  -4.15  4.05  -8.11
O  -5.00  2.36  -6.90
C  -6.32  2.82  -7.11
H  -2.53  2.40  -4.69
H  -2.46  0.62  -4.41
H  -3.94  1.50  -4.82
H  -3.24  0.49  -6.93
H  -1.60  1.01  -6.70
H  -7.03  2.03  -6.84
H  -6.60  3.01  -8.15
H  -6.54  3.69  -6.50
O  2.89  0.53  -4.23
C  2.11  1.40  -3.98
O  2.48  2.61  -3.48
C  3.89  2.86  -3.43
C  4.40  3.24  -4.82
C  0.61  1.23  -4.00
H  4.50  2.11  -2.92
H  4.01  3.67  -2.72
H  4.51  2.36  -5.45
H  5.37  3.72  -4.69
H  3.72  3.90  -5.35
H  0.37  0.17  -3.98
H  0.16  1.66  -4.90
H  0.19  1.75  -3.13

Properties
ΔE to the lowest compared entry with this formula, charge and spin   0.0 kcal per mole
E_tot   -5110.4247 a.u.
M   1192.7 g/mol
Charge   -1